Entry 1:
{"formula": "C5H4N4O3S", "method": "the ωB97M-V functional and the def2-TZVPD basis", "species": ["O", "C", "N", "C", "O", "N", "C", "O", "H", "H", "C", "C", "S", "N", "N", "H", "H"], "xyz": [[0.0574, 0.4319, -1.8576], [-0.7693, 0.3054, -1.0284], [-1.7635, -0.5842, -0.9067], [-2.4882, -0.1656, 0.0597], [-3.6821, -0.6109, 0.3638], [-1.9717, 0.9521, 0.8790], [-0.9189, 1.2749, 0.2339], [-0.0200, 2.2000, 0.5154], [-3.7737, -0.2830, 1.2795], [-0.2950, 2.6146, 1.3712], [2.0798, -1.6674, 0.0475], [2.7312, -0.8533, -0.8685], [2.6390, 0.7625, -0.2706], [1.7845, 0.2712, 1.0474], [1.4690, -0.9795, 1.0483], [1.9661, -2.6835, -0.0015], [2.9553, -0.9852, -1.9123]], "forces_ev_per_angstrom": [[1.1010, 0.0198, -1.3251], [0.6715, 1.6635, 1.6585], [-1.7133, -1.3760, -0.6388], [0.7842, 1.3530, 0.5782], [0.8115, 0.0920, 0.8795], [-0.6550, -0.7503, -0.3550], [0.3307, -0.6200, -0.6289], [-1.4319, 0.2760, 0.6503], [-0.7205, -0.0626, -0.2177], [0.4014, -0.2840, -0.7326], [0.2433, 2.9586, -1.2032], [-0.7615, 0.8661, 0.6452], [0.1589, -1.7733, -0.1376], [-0.7429, 0.2018, 0.6134], [1.3466, 0.2606, 0.3786], [-0.3919, -2.2797, -0.2725], [0.5681, -0.5455, 0.1076]], "charge": 0, "relative_energy_kcal_mol": 16.1, "molar_mass_g_mol": 200.18, "max_force_ev_per_a": 3.20, "lumo_ev": -0.4, "orbital_gap_ha": 0.349, "smiles": "O=C1N=C(O)N=C1O.c1csnn1"}

=====

Entry 2:
{"formula": "C24H32ClN3Tc", "method": "the ωB97M-V functional and the def2-TZVPD basis", "species": ["Tc", "Cl", "C", "C", "C", "C", "C", "C", "H", "H", "H", "H", "C", "H", "H", "H", "C", "N", "H", "N", "H", "C", "C", "C", "H", "H", "H", "H", "H", "H", "C", "H", "H", "H", "C", "C", "H", "H", "C", "H", "C", "H", "H", "H", "H", "H", "C", "H", "C", "N", "C", "C", "C", "C", "C", "C", "H", "H", "H", "H", "H"], "xyz": [[0.6844, 0.2814, 0.6324], [2.7603, 1.3801, 0.4196], [-1.0609, -0.9894, 0.9187], [-2.0436, -0.7594, -0.0379], [-3.3839, -1.0253, 0.2891], [-3.7595, -1.7363, 1.4113], [-2.7783, -1.8334, 2.4199], [-1.4317, -1.5524, 2.1339], [-1.7630, -0.3323, -1.0013], [-4.1833, -0.6125, -0.3628], [-3.0855, -2.0685, 3.4535], [-0.6736, -1.8168, 2.8513], [-5.1816, -2.3193, 1.5420], [-5.5095, -2.4923, 2.5975], [-5.2715, -3.2977, 1.0058], [-5.9558, -1.6434, 1.1123], [2.1206, 0.0436, -3.7714], [1.8080, -0.3558, -2.4751], [1.3096, 1.6433, -4.9922], [0.5621, 1.3583, -2.9336], [2.8248, -0.4751, -4.4405], [2.5814, -1.4821, -1.8794], [3.0274, -2.4942, -2.9279], [3.8229, -0.9189, -1.2102], [3.8040, -2.0967, -3.5759], [3.4892, -3.3460, -2.4081], [2.1811, -2.8806, -3.4972], [2.3416, -2.9194, -0.3625], [0.8477, -2.5978, -1.2964], [3.4995, -0.0372, -0.6363], [1.7307, -2.1532, -0.8355], [4.5886, -0.5951, -1.9187], [4.2231, -1.6582, -0.5004], [1.3650, -1.4457, -0.0266], [1.3487, 1.1080, -4.0495], [0.3859, 3.7344, -2.3498], [1.1262, 4.1371, -3.0478], [-0.3491, 4.5312, -2.1712], [-0.3384, 2.5033, -2.9335], [-2.2245, 3.0308, -2.1044], [-0.8543, 2.8999, -4.3464], [-1.3453, 2.0583, -4.8443], [0.8668, 3.4490, -1.4073], [-1.1877, 2.1132, -0.9671], [-0.0643, 3.3211, -4.9683], [-1.6178, 3.7013, -4.2760], [-1.5075, 2.2087, -2.0184], [-1.9922, 1.2772, -2.3469], [0.9241, 0.5009, -1.8833], [0.5506, 0.4425, 2.5615], [0.3843, 0.3029, 3.9096], [1.2469, -0.5802, 4.7232], [1.1642, -0.6194, 6.1140], [0.2138, 0.2069, 6.7518], [-0.7527, 0.9523, 6.0202], [-0.7058, 0.9681, 4.6248], [2.0501, -1.0844, 4.1786], [1.9054, -1.2420, 6.6616], [0.2253, 0.2250, 7.8502], [-1.5044, 1.5715, 6.5841], [-1.4382, 1.5109, 4.0373]], "forces_ev_per_angstrom": [[-1.4249, 0.3178, 1.5735], [0.7240, 1.8679, 0.5835], [1.3666, 0.4912, -1.1483], [-0.9275, -0.0797, 0.8711], [-0.5015, 0.1073, -1.8024], [-0.4246, 0.5442, 1.0968], [0.1309, -0.7031, -0.0211], [-1.3713, -0.4629, 0.1583], [-0.2829, 0.0915, 0.2949], [0.3455, -0.7162, 0.0060], [0.2270, -0.4759, -0.5512], [0.0335, 0.4601, 0.3836], [-0.1830, 0.3145, 0.3024], [0.5126, 0.0741, -0.6341], [0.1489, 0.6859, 0.3813], [0.5191, -0.3120, 0.0422], [0.1269, -0.2345, -0.4121], [0.6184, 0.3613, -1.2361], [-0.1766, -0.0213, 0.4217], [1.2568, -0.7723, -0.3879], [-0.5580, 0.4073, 0.6907], [0.3206, 0.2604, 0.6558], [-0.2474, -0.3838, 0.0512], [0.0479, 0.0673, 0.3472], [-0.0234, 0.0817, -0.2689], [-0.2031, 0.2682, 0.0167], [0.0068, -0.0020, -0.2235], [-0.1036, -0.1767, 0.1672], [-0.1209, -0.1277, 0.0654], [0.5744, -0.6407, -0.2381], [-0.3778, -0.1994, 0.0147], [0.0744, -0.1496, -0.1677], [0.0926, 0.1723, -0.2979], [0.5195, -0.8313, -0.4334], [0.1322, -0.2389, -0.3601], [-0.0147, -0.0383, -0.0028], [0.1332, -0.1515, 0.0581], [0.1379, -0.1643, 0.0727], [-0.2959, 1.4217, 0.7705], [-0.0333, -0.0675, 0.0911], [-0.2834, -0.1597, 0.3298], [0.2004, -0.0116, -0.0778], [-0.0416, 0.1264, -0.1010], [-0.0550, -0.1630, -0.3684], [0.0887, -0.2244, -0.0963], [0.4077, -0.4339, 0.3456], [-0.4784, -0.3065, -0.0039], [0.0084, 0.2550, 0.2556], [-0.9458, -0.4327, 0.1037], [-0.1513, 0.0733, 1.8424], [0.3219, -0.3416, -2.5021], [-0.3018, 0.6912, -0.1226], [-0.0189, 0.5767, -1.1241], [-0.2143, -0.2317, 1.0218], [0.5275, -0.0383, -0.1404], [0.6047, -0.3054, 0.7097], [-0.3231, -0.0249, 0.1500], [-0.6887, 0.5283, -0.1456], [-0.2357, 0.0769, -0.3539], [0.6881, -0.7350, -0.6332], [0.1109, 0.0363, -0.0204]], "multiplicity": 4, "charge": -2, "s_squared": 3.798, "relative_energy_kcal_mol": 28.9, "molar_mass_g_mol": 495.99, "max_force_ev_per_a": 2.55, "lumo_ev": [4.3, 4.3], "orbital_gap_ha": [0.114, 0.114]}

=====

Entry 3:
{"formula": "C18H19IN2Pd", "method": "the ωB97M-V functional and the def2-TZVPD basis", "species": ["C", "C", "H", "H", "H", "H", "H", "H", "C", "C", "C", "C", "H", "H", "H", "H", "N", "C", "C", "N", "C", "C", "C", "H", "H", "C", "H", "H", "Pd", "I", "C", "C", "C", "C", "C", "C", "H", "H", "H", "H", "H"], "xyz": [[3.3558, -3.2790, -0.0322], [2.2530, -4.2700, 0.2924], [3.6275, -3.2802, -1.0797], [4.2238, -3.5071, 0.6223], [3.0835, -2.2172, 0.2100], [1.2593, -4.0622, -0.0630], [2.6085, -5.2017, -0.2053], [2.1951, -4.4582, 1.3641], [0.8969, 2.3317, -1.6708], [0.5853, 3.4244, -2.4985], [-0.7457, 3.6473, -2.8755], [-1.7129, 2.7725, -2.4187], [1.9274, 2.1194, -1.3837], [1.3916, 4.0695, -2.8574], [-1.0329, 4.4893, -3.5425], [-2.7456, 2.8098, -2.7735], [-0.0571, 1.5064, -1.2391], [-1.3410, 1.7245, -1.5457], [-2.3499, 0.8082, -1.0590], [-1.9446, -0.2883, -0.3784], [-2.7924, -1.1041, 0.2332], [-4.6262, 0.1415, -0.7132], [-4.1662, -0.9034, 0.1147], [-2.3161, -1.9038, 0.8229], [-4.8383, -1.5928, 0.6158], [-3.7226, 0.9866, -1.3393], [-4.0303, 1.7101, -2.1031], [-5.6977, 0.2832, -0.8836], [0.2066, -0.2539, 0.2115], [2.7540, -0.3328, -0.2609], [-0.6722, 2.2245, 4.2829], [-1.6670, 2.1923, 3.3150], [-1.4505, 1.5049, 2.1045], [-0.2652, 0.7978, 1.9616], [0.7783, 0.9174, 2.8475], [0.5602, 1.6044, 4.0552], [-0.8616, 2.7309, 5.2193], [-2.6166, 2.6837, 3.4690], [-2.1737, 1.5733, 1.2995], [1.7594, 0.5223, 2.5763], [1.3364, 1.6483, 4.7985]], "forces_ev_per_angstrom": [[-0.0435, 0.1900, 1.4957], [1.1834, -1.2941, -0.4512], [0.1751, -0.0752, -0.2310], [-0.0806, -0.0614, -0.5711], [0.4586, -2.5763, 0.0723], [-0.3171, 0.4969, -0.3031], [-0.6884, -0.0435, 0.4877], [-0.0597, 0.0042, 0.0656], [-1.0466, 1.2588, -1.0218], [1.3547, -0.2926, 0.6390], [-1.2669, -0.0092, -0.3709], [0.2949, 0.7633, -0.5805], [-0.2783, -0.1090, 0.0076], [-0.2222, -0.1189, 0.1263], [0.3050, -0.6664, 0.4210], [0.4746, 0.4214, 0.1354], [1.1826, -0.2199, 0.1437], [-1.8299, -0.6599, -0.4436], [0.5068, 1.4932, -0.8689], [2.8446, -1.2675, 0.2698], [-1.4964, 0.2944, 0.1369], [-0.2417, 1.1367, -1.1783], [1.0388, -0.9947, 0.9817], [-0.5343, 0.3347, -0.3416], [-0.0942, 0.0896, -0.1041], [-0.9545, -0.8166, 0.4695], [-0.1635, -0.2267, 0.7399], [0.2682, -0.1333, -0.0073], [-1.9689, 0.6297, 0.6885], [0.5956, 2.8845, -0.3679], [0.1276, -0.2245, 0.1796], [0.1766, -0.3927, -0.9154], [0.3829, 0.3270, 1.3991], [0.3915, -0.8357, -2.4034], [0.0817, 0.6017, 1.5148], [-0.2806, -0.1233, -0.7534], [0.0296, 0.0936, 0.1700], [-0.1453, 0.2484, 0.1431], [-0.1830, -0.1700, 0.0064], [-0.2760, -0.1045, 0.3354], [0.2986, 0.1474, 0.2842]], "charge": -2, "molar_mass_g_mol": 496.69, "max_force_ev_per_a": 3.13, "lumo_ev": 5.0, "orbital_gap_ha": 0.115}

=====

Entry 4:
{"formula": "C21H19ClN8O", "method": "the ωB97M-V functional and the def2-TZVPD basis", "species": ["O", "C", "C", "C", "C", "C", "N", "N", "N", "C", "C", "C", "C", "N", "C", "C", "N", "N", "C", "N", "C", "C", "C", "C", "Cl", "C", "C", "C", "C", "N", "C", "H", "H", "H", "H", "H", "H", "H", "H", "H", "H", "H", "H", "H", "H", "H", "H", "H", "H", "H"], "xyz": [[3.1481, -1.6716, 0.3635], [2.3614, -0.7543, 0.1701], [1.6697, -0.1797, 1.4146], [1.3236, -1.0893, 2.4608], [0.7375, -0.6510, 3.6507], [0.5703, 0.7399, 3.8529], [-0.0802, 1.1932, 5.0109], [-0.0660, 0.5330, 6.2052], [-0.5811, 1.3268, 7.0999], [-0.9349, 2.4977, 6.4730], [-1.6350, 3.6124, 6.9221], [-2.0539, 4.5898, 5.9988], [-1.8073, 4.3836, 4.6585], [-1.1275, 3.3282, 4.1968], [-0.6897, 2.4136, 5.1221], [0.9643, 1.5784, 2.8041], [1.4964, 1.1371, 1.6492], [1.9537, -0.5096, -1.1693], [2.6570, -1.1334, -2.2059], [3.5524, -0.3937, -2.8912], [4.2979, -0.9725, -3.8822], [4.1126, -2.2972, -4.2237], [3.1218, -3.0472, -3.5655], [2.3889, -2.4486, -2.5313], [1.1883, -3.4145, -1.7048], [0.8257, 0.3950, -1.4517], [-0.4949, -0.3581, -1.2405], [-1.7328, 0.5128, -1.5397], [-1.6353, 1.1434, -2.9244], [-0.3368, 1.7929, -3.1057], [0.8586, 0.9860, -2.8850], [1.5101, -2.1521, 2.3229], [0.5105, -1.3329, 4.4279], [-1.9298, 3.6053, 7.9563], [-2.6366, 5.4583, 6.3504], [-2.1007, 5.1181, 3.9253], [0.8401, 2.6337, 2.8884], [5.0702, -0.3651, -4.3854], [4.7396, -2.8155, -4.9040], [2.8909, -4.0887, -3.7799], [0.8713, 1.2646, -0.7975], [-0.5321, -1.2435, -1.9122], [-0.5641, -0.7599, -0.1949], [-2.6352, -0.1095, -1.4447], [-1.8097, 1.2978, -0.7855], [-2.4214, 1.8884, -3.0625], [-1.7488, 0.3566, -3.6942], [-0.2586, 2.6498, -2.5343], [0.8932, 0.1866, -3.6345], [1.7175, 1.6235, -3.0150]], "forces_ev_per_angstrom": [[0.0180, 0.8818, 0.2250], [-0.3995, -1.7508, -1.4281], [-0.5747, 0.7763, 1.8312], [0.0367, 0.1161, -0.5234], [0.9652, 1.3980, -1.1975], [0.0522, -2.0168, -1.2631], [0.1335, 0.5907, -1.2426], [-0.2988, 1.6923, 0.4488], [0.5678, -0.8665, -0.6139], [-0.8752, 0.4625, 0.1677], [-0.6545, 0.4635, -0.1782], [-0.2534, -0.4929, 2.1927], [1.3188, -1.0242, -0.4693], [0.6731, -0.9653, 0.3308], [-0.7254, 1.2961, -0.4631], [0.2198, -0.8894, -0.1078], [-0.0868, -0.5894, -0.4451], [-0.1417, 1.5498, 2.7691], [0.8774, 0.5529, -0.8579], [0.5419, -0.8766, -0.4816], [-0.9063, 0.5075, 1.1768], [-0.9843, -0.7340, 0.9596], [-0.1287, 0.6469, 0.5519], [0.3987, -1.0495, -0.8890], [0.4022, 0.3605, -0.1491], [-0.2672, -0.1343, -0.7020], [-0.5953, -0.3927, 0.2113], [0.0243, -0.4779, 0.2416], [0.6218, -0.3398, 0.3033], [0.1431, 1.0673, -0.1452], [-0.9344, -0.4436, 0.5671], [-0.0332, 0.2199, -0.0423], [-0.3322, -0.5791, 0.5428], [-0.0302, 0.4690, 0.3030], [0.4342, -0.5731, -0.2887], [-0.1729, -0.0399, -0.2111], [-0.0145, 0.5584, 0.0067], [-0.6289, -0.1912, 0.4544], [0.4454, -0.0916, -0.7698], [0.3294, 0.2192, -0.1862], [0.1198, -0.1406, 0.2992], [0.1885, 0.4534, 0.3156], [0.1657, 0.3375, -0.8025], [0.1452, 0.1626, -0.0361], [-0.0028, 0.1371, 0.0577], [0.0599, -0.0763, -0.1368], [0.0559, 0.3544, 0.1807], [-0.2786, -0.6893, -0.4595], [-0.0038, 0.0751, 0.0428], [0.3846, 0.0761, -0.0899]], "charge": 0, "molar_mass_g_mol": 434.89, "max_force_ev_per_a": 3.18, "lumo_ev": -0.4, "orbital_gap_ha": 0.296, "smiles": "O=C(c1ccc(-n2nnc3cccnc32)cn1)N(c1ncccc1Cl)[C@@H]1CCCNC1"}

=====

Entry 5:
{"formula": "C12H28FO11S2", "method": "the ωB97M-V functional and the def2-TZVPD basis", "species": ["O", "S", "O", "O", "S", "O", "O", "F", "C", "O", "C", "C", "O", "C", "C", "O", "C", "H", "H", "H", "H", "H", "H", "H", "H", "H", "H", "H", "H", "H", "H", "C", "O", "C", "C", "O", "C", "C", "O", "C", "H", "H", "H", "H", "H", "H", "H", "H", "H", "H", "H", "H", "H", "H"], "xyz": [[-3.6931, -1.0005, -2.1757], [-4.9893, -1.1605, -1.5675], [-6.1135, -0.8620, -2.4155], [-5.0902, -0.7837, -0.1816], [-5.0205, -3.3340, -1.2208], [-3.6791, -3.6917, -0.8768], [-6.0915, -3.6952, -0.3458], [-5.3307, -4.0141, -2.6178], [2.1871, 1.3036, 1.8237], [0.9121, 1.9030, 1.8565], [0.9355, 3.3002, 1.6360], [-0.2927, 3.7796, 0.8957], [-0.3192, 3.4247, -0.4686], [-0.6337, 2.0729, -0.7787], [-2.0873, 1.6997, -0.6114], [-2.4372, 1.5822, 0.7573], [-3.7764, 1.9609, 1.0090], [2.7867, 1.5812, 2.7008], [2.0476, 0.2244, 1.8204], [2.7364, 1.5826, 0.9176], [1.8281, 3.5782, 1.0616], [0.9731, 3.8160, 2.6073], [-0.2552, 4.8730, 0.9051], [-1.2051, 3.4695, 1.4108], [0.0097, 1.3861, -0.2238], [-0.3968, 1.9696, -1.8406], [-2.2662, 0.7407, -1.1133], [-2.7120, 2.4570, -1.0997], [-3.9770, 2.9704, 0.6244], [-3.9140, 1.9666, 2.0901], [-4.4726, 1.2517, 0.5570], [4.6941, -1.5963, -2.3362], [3.8710, -2.0477, -1.2901], [4.3918, -1.7919, -0.0002], [3.2950, -1.5100, 1.0011], [2.6817, -0.2440, 0.8619], [1.7684, -0.0563, -0.2124], [0.4409, -0.7518, -0.0359], [0.5419, -2.1446, -0.2628], [-0.3307, -2.8904, 0.5635], [5.6056, -2.2012, -2.4252], [4.1231, -1.6827, -3.2591], [4.9768, -0.5463, -2.1963], [5.0806, -0.9385, -0.0268], [4.9490, -2.6769, 0.3401], [3.7695, -1.4831, 1.9861], [2.5582, -2.3167, 1.0063], [2.2185, -0.3181, -1.1724], [1.5704, 1.0187, -0.2194], [-0.2696, -0.3286, -0.7583], [0.0581, -0.5499, 0.9719], [-0.1599, -2.6570, 1.6219], [-0.1206, -3.9452, 0.3963], [-1.3765, -2.6936, 0.3102]], "forces_ev_per_angstrom": [[0.0327, -0.0510, 0.0075], [0.0842, 0.4202, -0.4885], [-0.0823, -0.2654, 0.1844], [-0.0913, -0.0184, 0.0346], [0.2903, 0.6798, 0.9136], [-0.0141, -0.4719, -0.1735], [-0.1557, -0.2958, -0.2847], [-0.0286, -0.0601, -0.2134], [-1.8386, 5.0268, 4.4595], [-0.3986, 1.2393, -0.1341], [-0.2201, -0.1145, 0.2516], [-0.0189, 0.2159, 0.2553], [0.0218, 0.0517, -0.2506], [-0.0487, 0.0383, 0.0903], [-0.0685, -0.2096, -0.0169], [0.1313, 0.3442, 0.0592], [-0.0155, -0.1402, -0.0120], [0.2263, 0.4207, 0.1528], [-2.0111, 2.5727, 3.3596], [-0.2004, 0.9155, 0.6691], [0.0296, -0.0088, -0.0334], [0.1058, 0.0985, -0.0225], [-0.0557, 0.0163, -0.0140], [0.0696, -0.1244, -0.0058], [-0.7715, 0.7916, -0.0381], [0.0357, -0.0313, -0.0451], [-0.0986, 0.0672, -0.0855], [0.0120, 0.0266, -0.0144], [0.0251, -0.0083, 0.0087], [0.0040, -0.0483, -0.0023], [-0.0415, 0.0618, 0.0440], [0.0253, -0.0903, -0.0171], [-0.1368, 0.2030, 0.0899], [0.1225, -0.2498, -0.0463], [0.2849, -0.9107, -0.4334], [4.5377, -8.7138, -7.0964], [-0.2252, -0.3026, -1.1880], [-0.2217, -0.3922, -0.1436], [0.4183, -0.0613, 0.2575], [-0.1964, 0.0048, -0.1564], [0.0175, 0.0453, 0.0053], [0.0094, -0.0393, 0.0021], [0.0218, -0.0007, -0.0011], [-0.0053, 0.0214, -0.0066], [0.1136, 0.0775, 0.0321], [-0.0144, 0.0606, 0.1024], [0.0232, 0.0346, -0.1525], [0.0554, -0.1352, 0.1693], [0.2987, -0.4934, -0.2153], [0.0768, -0.2453, 0.1539], [-0.0592, 0.0714, -0.0295], [-0.0287, 0.0093, 0.0068], [-0.0029, 0.0048, -0.0555], [-0.0234, -0.0371, 0.0666]], "charge": -1, "molar_mass_g_mol": 431.48, "max_force_ev_per_a": 12.12, "lumo_ev": 2.4, "orbital_gap_ha": 0.306}